{"formula": "C56H50F6N8O20", "method": "the ωB97M-V functional and the def2-TZVPD basis", "elements": ["O", "N", "O", "C", "C", "C", "C", "C", "C", "H", "H", "H", "H", "H", "O", "N", "O", "C", "C", "C", "C", "C", "C", "H", "H", "H", "H", "H", "O", "N", "O", "C", "C", "C", "C", "C", "C", "H", "H", "H", "H", "H", "O", "N", "O", "C", "C", "C", "C", "C", "C", "H", "H", "H", "H", "H", "O", "N", "O", "C", "C", "C", "C", "C", "C", "H", "H", "H", "H", "H", "O", "N", "O", "C", "C", "C", "C", "C", "C", "H", "H", "H", "H", "H", "O", "N", "O", "C", "C", "C", "C", "C", "C", "H", "H", "H", "H", "H", "O", "N", "O", "C", "C", "C", "C", "C", "C", "H", "H", "H", "H", "H", "C", "C", "O", "C", "O", "C", "F", "F", "F", "H", "H", "H", "H", "H", "C", "C", "O", "C", "O", "C", "F", "F", "F", "H", "H", "H", "H", "H"], "coordinates": [[-2.02, -0.11, 2.96], [-2.96, -0.18, 3.75], [-3.00, -0.91, 4.71], [-4.09, 0.75, 3.52], [-5.26, 0.67, 4.28], [-6.32, 1.54, 3.99], [-6.18, 2.49, 2.93], [-5.03, 2.49, 2.17], [-3.97, 1.68, 2.48], [-5.32, -0.03, 5.06], [-7.18, 1.55, 4.62], [-6.93, 3.23, 2.79], [-4.99, 3.23, 1.40], [-3.04, 1.78, 1.98], [2.28, 1.19, 5.30], [1.34, 0.49, 5.58], [0.28, 0.91, 6.00], [1.54, -0.99, 5.56], [2.79, -1.52, 5.79], [2.94, -2.90, 5.64], [1.84, -3.69, 5.31], [0.59, -3.12, 5.10], [0.41, -1.75, 5.27], [3.62, -0.89, 5.93], [3.89, -3.39, 5.77], [1.91, -4.74, 5.13], [-0.23, -3.70, 4.79], [-0.54, -1.29, 5.05], [-2.61, 1.05, -8.11], [-2.94, 0.02, -7.61], [-4.03, -0.53, -7.76], [-1.96, -0.73, -6.72], [-2.29, -2.02, -6.32], [-1.35, -2.66, -5.47], [-0.12, -2.09, -5.20], [0.21, -0.75, -5.65], [-0.75, -0.11, -6.41], [-3.27, -2.42, -6.52], [-1.64, -3.58, -4.95], [0.60, -2.62, -4.56], [1.22, -0.37, -5.46], [-0.54, 0.93, -6.71], [-2.60, -1.72, -2.17], [-3.42, -1.05, -1.62], [-3.95, -1.42, -0.59], [-3.81, 0.21, -2.30], [-3.22, 0.47, -3.51], [-3.72, 1.61, -4.17], [-4.69, 2.41, -3.64], [-5.27, 2.08, -2.44], [-4.93, 0.86, -1.80], [-2.47, -0.17, -3.97], [-3.27, 1.78, -5.13], [-5.10, 3.22, -4.20], [-5.99, 2.77, -1.99], [-5.35, 0.56, -0.83], [2.44, -2.17, -0.55], [2.70, -1.69, -1.65], [2.32, -2.11, -2.70], [3.57, -0.48, -1.75], [4.06, 0.15, -0.57], [4.69, 1.35, -0.72], [4.92, 1.89, -2.00], [4.44, 1.24, -3.11], [3.70, 0.05, -2.99], [3.91, -0.22, 0.46], [4.94, 2.00, 0.09], [5.50, 2.84, -2.01], [4.74, 1.66, -4.07], [3.28, -0.37, -3.88], [2.88, 4.17, -0.22], [2.83, 3.78, 0.90], [3.78, 3.35, 1.53], [1.59, 3.96, 1.66], [0.43, 4.41, 1.03], [-0.73, 4.50, 1.82], [-0.75, 4.10, 3.15], [0.44, 3.65, 3.74], [1.61, 3.60, 3.05], [0.39, 4.68, 0.00], [-1.61, 4.85, 1.32], [-1.68, 4.09, 3.69], [0.45, 3.32, 4.80], [2.50, 3.19, 3.44], [-4.93, -3.45, 4.73], [-4.50, -3.13, 3.66], [-4.91, -2.23, 2.99], [-3.42, -3.97, 3.08], [-3.26, -5.24, 3.61], [-2.20, -6.09, 3.13], [-1.44, -5.62, 2.07], [-1.72, -4.34, 1.52], [-2.63, -3.46, 2.08], [-3.85, -5.55, 4.42], [-1.94, -6.98, 3.65], [-0.59, -6.20, 1.73], [-1.11, -4.10, 0.62], [-2.75, -2.49, 1.62], [1.87, -1.98, 2.34], [1.97, -3.19, 2.25], [0.99, -3.91, 2.33], [3.28, -3.78, 2.06], [4.40, -2.99, 2.07], [5.61, -3.57, 1.85], [5.71, -4.93, 1.59], [4.60, -5.71, 1.52], [3.35, -5.13, 1.75], [4.33, -1.92, 2.07], [6.48, -2.86, 1.77], [6.64, -5.40, 1.26], [4.67, -6.74, 1.28], [2.43, -5.70, 1.71], [4.06, 5.45, -3.17], [2.76, 4.53, -3.30], [2.32, 4.58, -4.70], [2.15, 3.46, -5.38], [2.25, 2.32, -4.94], [1.75, 3.58, -6.88], [1.51, 2.39, -7.31], [0.60, 4.35, -6.97], [2.68, 4.16, -7.60], [4.25, 5.63, -2.12], [3.86, 6.36, -3.71], [4.93, 4.95, -3.61], [1.95, 4.90, -2.66], [3.05, 3.44, -3.08], [0.43, 0.51, 1.74], [-0.30, -0.38, 0.78], [-0.12, 0.14, -0.58], [-0.75, 1.27, -0.82], [-1.65, 1.81, -0.15], [-0.17, 1.96, -2.08], [0.91, 2.74, -1.60], [0.26, 1.19, -3.06], [-1.02, 2.87, -2.54], [-0.03, 1.46, 1.99], [1.37, 0.58, 1.13], [0.65, -0.02, 2.69], [-1.38, -0.46, 0.95], [0.14, -1.39, 0.69]], "mulliken_charge": [-0.6298, 1.3050, -0.6333, -0.1969, -0.5178, -0.6380, -0.6263, -0.7907, -0.0992, 0.5884, 0.4299, 0.4905, 0.5010, 0.6361, -0.6252, 1.2247, -0.6017, 0.2591, -0.7598, -0.4418, -0.8157, -0.6514, -0.2051, 0.5368, 0.4221, 0.4665, 0.6405, 0.4678, -0.6184, 1.1559, -0.6490, -0.3950, -0.4924, -0.4377, -0.5122, -0.0922, -0.0202, 0.4752, 0.3885, 0.3562, 0.3147, 0.4798, -0.6294, 1.3641, -0.7394, 0.1222, 0.4009, -0.3395, -0.9279, -0.5162, -0.7215, 0.1291, 0.4749, 0.4541, 0.3944, 0.5254, -0.6017, 1.0948, -0.6194, 0.1734, -0.2354, -0.6153, -0.5928, -0.3144, -0.2425, 0.1059, 0.6837, 0.3565, 0.3357, 0.4128, -0.5409, 1.0545, -0.6890, 0.1392, -0.2129, -0.4719, -0.6397, -0.2344, -0.7303, 0.4338, 0.3762, 0.5069, 0.4037, 0.5438, -0.6661, 1.1921, -0.5810, -0.1591, -0.6249, -0.5892, -0.5283, -0.4993, 0.2784, 0.5435, 0.4410, 0.3412, 0.4101, 0.4069, 0.0245, 1.0608, -0.5106, -0.0152, -0.0374, -0.7274, -0.4546, -0.6893, -0.4217, 0.3303, 0.3490, 0.3491, 0.4862, 0.4136, -1.4540, 0.7174, -0.3939, 0.4528, -0.4695, 0.8069, -0.1884, -0.2879, -0.2666, 0.2808, 0.4412, 0.3343, 0.2244, -0.2014, 0.5740, 0.9026, -0.3186, 0.1876, -0.4440, 0.3895, -0.2263, 0.2280, -0.2599, -0.2355, 0.2545, -0.6718, 0.0935, -0.1532], "homo_ev": -9.5, "smiles": "O=[N+]([O-])c1ccccc1.O=[N+]([O-])c1ccccc1.O=[N+]([O-])c1ccccc1.O=[N+]([O-])c1ccccc1.O=[N+]([O-])c1ccccc1.O=[N+]([O-])c1ccccc1.O=[N+]([O-])c1ccccc1.O=[N+]([O-])c1ccccc1.CCOC(=O)C(F)(F)F.CCOC(=O)C(F)(F)F", "charge": 0, "lumo_energy_ev": -0.74, "homo_lumo_gap_ev": 8.715}